1.
This record from the OMol25 dataset describes a 2-piece molecular cluster, C2H10N3 overall at a distorted geometry. The level of theory is ωB97M-V/def2-TZVPD.

Values from the calculation:
HOMO energy (alpha / beta) = -3.1 / -10.0 eV
Energy above the lowest of the compared OMol25 structures with the same formula, charge and spin = 55.96 kcal/mol
DFT total energy = -6701.980 eV
LUMO level (alpha / beta) = 0.72 / 0.62 eV
Frontier orbital gap (alpha / beta) = 3.86 / 10.62 eV

ORCA input file:
```
! wB97M-V def2-TZVPD RIJCOSX def2/J DEFGRID3
* xyz 0 2
C 0.931 1.733 1.248
N 1.654 0.718 0.424
H 0.687 2.528 0.589
H -0.055 1.329 1.630
H 1.753 1.976 1.988
H 2.474 0.315 0.994
H 2.183 0.854 -0.566
H 1.048 -0.109 0.014
N -2.350 -1.159 -1.343
C -1.393 -1.215 -0.411
N -0.147 -1.341 -0.483
H -2.100 -1.190 -2.358
H -3.241 -1.406 -1.065
H -1.753 -1.424 0.607
H 0.310 -1.609 -1.268
*
```

***

2.
This record from the OMol25 dataset describes one molecule with the formula C4H7BrO at a distorted geometry. The level of theory is ωB97M-V/def2-TZVPD.

Values from the calculation:
HOMO energy = -8.8 eV
SMILES = C/C=C(\Br)OC
Energy above the lowest of the compared OMol25 structures with the same formula, charge and spin = 40.30 kcal/mol
DFT total energy = -76349.478 eV
LUMO level = 0.73 eV
Frontier orbital gap = 9.56 eV

ORCA input file:
```
! wB97M-V def2-TZVPD RIJCOSX def2/J DEFGRID3
* xyz 0 1
C 0.311 -1.002 -2.208
C 0.591 -0.743 -0.749
C 0.735 0.471 -0.168
Br 0.643 2.110 -1.122
O 1.197 0.533 1.230
C 0.616 1.567 2.077
H 0.576 -2.050 -2.356
H 0.821 -0.224 -2.757
H -0.825 -0.840 -2.175
H 0.805 -1.612 -0.039
H 1.224 1.888 2.857
H -0.318 1.200 2.615
H 0.335 2.440 1.391
*
```

***

3.
This record from the OMol25 dataset describes one molecule with the formula C19H25N3O2. The level of theory is ωB97M-V/def2-TZVPD.

Values from the calculation:
HOMO energy = -8.5 eV
SMILES = C[C@@H]1CCCCN1CCCNc1c(C=O)c(=O)[nH]c2ccccc12
Energy above the lowest of the compared OMol25 structures with the same formula, charge and spin = 11.40 kcal/mol
DFT total energy = -28675.276 eV
LUMO level = -0.18 eV
Frontier orbital gap = 8.30 eV

ORCA input file:
```
! wB97M-V def2-TZVPD RIJCOSX def2/J DEFGRID3
* xyz 0 1
C -1.645 0.279 3.219
C -1.503 -1.197 2.841
C -1.592 -2.032 4.126
C -1.460 -3.522 3.846
C -0.153 -3.759 3.104
C -0.124 -2.891 1.854
N -0.223 -1.479 2.192
C 0.067 -0.659 1.026
C 1.580 -0.536 0.814
C 1.922 0.523 -0.234
N 1.399 0.116 -1.513
C 0.756 0.817 -2.447
C -0.078 0.112 -3.337
C -0.221 -1.314 -3.284
O 0.360 -2.077 -2.518
C -0.922 0.795 -4.297
O -1.680 0.264 -5.088
N -0.867 2.178 -4.239
C 0.023 2.905 -3.506
C 0.082 4.293 -3.662
C 1.034 5.030 -2.996
C 1.966 4.386 -2.189
C 1.900 3.023 -2.004
C 0.900 2.253 -2.613
H -2.434 0.387 3.959
H -1.910 0.901 2.368
H -0.715 0.640 3.650
H -2.345 -1.480 2.178
H -2.544 -1.827 4.618
H -0.786 -1.717 4.791
H -1.483 -4.085 4.781
H -2.298 -3.857 3.229
H 0.686 -3.487 3.745
H -0.049 -4.809 2.823
H 0.815 -3.054 1.323
H -0.947 -3.193 1.179
H -0.324 0.344 1.190
H -0.412 -1.064 0.119
H 2.039 -0.262 1.764
H 2.002 -1.491 0.500
H 3.014 0.628 -0.287
H 1.487 1.483 0.061
H 1.237 -0.898 -1.611
H -0.938 -1.709 -4.019
H -1.479 2.666 -4.881
H -0.619 4.774 -4.329
H 1.075 6.100 -3.124
H 2.747 4.955 -1.709
H 2.661 2.545 -1.413
*
```

***

4.
This record from the OMol25 dataset describes C3H8BrO3SZn as an isolated structure at a distorted geometry. The level of theory is ωB97M-V/def2-TZVPD.

Values from the calculation:
HOMO energy (alpha / beta) = -7.7 / -9.2 eV
Energy above the lowest of the compared OMol25 structures with the same formula, charge and spin = 0.00 kcal/mol
DFT total energy = -138677.817 eV
LUMO level (alpha / beta) = 0.49 / -1.27 eV
Frontier orbital gap (alpha / beta) = 8.17 / 7.97 eV

ORCA input file:
```
! wB97M-V def2-TZVPD RIJCOSX def2/J DEFGRID3
* xyz 0 2
Zn 2.033 2.004 2.903
Br 3.779 0.227 2.296
O 0.577 0.809 1.887
S -0.055 -0.142 0.965
O -1.486 -0.341 1.088
O 0.339 0.462 -0.499
C -0.490 0.236 -1.627
C -1.706 1.115 -1.681
C 0.814 -1.816 0.922
H -0.774 -0.814 -1.705
H -0.020 0.512 -2.571
H -2.480 0.772 -2.368
H -1.400 2.150 -1.833
H -2.092 1.143 -0.662
H 1.874 -1.662 1.124
H 0.580 -2.274 -0.039
H 0.507 -2.381 1.802
*
```

***

5.
This record from the OMol25 dataset describes C32H33BrO4PPdS6Sb as an isolated structure. The level of theory is ωB97M-V/def2-TZVPD.

Values from the calculation:
HOMO energy (alpha / beta) = -8.2 / -8.2 eV
DFT total energy = -196272.034 eV
LUMO level (alpha / beta) = -2.20 / -2.20 eV
Frontier orbital gap (alpha / beta) = 6.02 / 6.02 eV

ORCA input file:
```
! wB97M-V def2-TZVPD RIJCOSX def2/J DEFGRID3
* xyz 0 1
Pd 0.770 0.833 -0.302
S 3.929 2.821 -2.855
C 2.814 2.139 -1.893
S 3.064 1.118 -0.512
S 1.092 2.265 -2.051
C 1.446 3.963 1.795
C 0.605 4.973 1.048
C 1.353 5.614 -0.100
O -0.622 4.412 0.455
P -1.643 3.397 1.087
S -2.021 3.469 2.978
S -0.964 1.443 1.170
O -2.914 3.571 0.203
C -3.143 3.988 -1.181
C -2.115 3.414 -2.132
C -3.213 5.500 -1.226
H 2.298 4.492 2.226
H 1.835 3.207 1.113
H 0.893 3.480 2.599
H 0.241 5.739 1.736
H 1.694 4.859 -0.806
H 2.222 6.144 0.292
H 0.719 6.330 -0.624
H -4.124 3.565 -1.392
H -1.131 3.833 -1.923
H -2.381 3.672 -3.158
H -2.073 2.328 -2.062
H -2.230 5.928 -1.030
H -3.918 5.873 -0.484
H -3.543 5.824 -2.214
S -1.264 -0.105 -1.059
Sb -0.250 -2.242 -0.788
C -1.157 -3.258 0.807
C -1.870 -2.513 1.736
C -2.561 -3.168 2.747
C -2.526 -4.552 2.828
C -1.809 -5.290 1.895
C -1.131 -4.645 0.872
C -1.355 -3.172 -2.364
C -0.732 -3.785 -3.445
C -1.491 -4.402 -4.432
C -2.875 -4.404 -4.343
C -3.504 -3.795 -3.264
C -2.747 -3.186 -2.276
C 1.672 -2.251 -1.642
C 2.783 -2.876 -1.092
C 4.015 -2.727 -1.717
C 4.135 -1.953 -2.862
C 3.019 -1.334 -3.408
C 1.781 -1.489 -2.803
H -1.887 -1.431 1.680
H -3.117 -2.592 3.475
H -3.058 -5.060 3.622
H -1.780 -6.370 1.962
H -0.585 -5.226 0.138
H 0.349 -3.784 -3.527
H -0.999 -4.880 -5.269
H -3.466 -4.883 -5.114
H -4.584 -3.798 -3.192
H -3.246 -2.724 -1.431
H 2.699 -3.441 -0.174
H 4.888 -3.206 -1.292
H 5.103 -1.821 -3.326
H 3.112 -0.714 -4.290
H 0.914 -0.987 -3.221
Br 0.639 -3.130 4.630
C 1.381 -1.403 4.389
C 1.632 -0.660 5.533
C 2.146 0.621 5.428
C 2.395 1.169 4.179
C 2.120 0.432 3.042
C 1.621 -0.867 3.124
C 1.366 -1.640 1.861
O 1.667 -2.809 1.738
O 0.746 -0.980 0.906
H 1.421 -1.091 6.502
H 2.346 1.192 6.326
H 2.796 2.170 4.088
H 2.307 0.865 2.070
*
```

***

6.
This record from the OMol25 dataset describes one molecule with the formula C4H8N2OS at a distorted geometry. The level of theory is ωB97M-V/def2-TZVPD.

Values from the calculation:
HOMO energy = -7.9 eV
SMILES = CN(C)/N=C\C(O)=S
Energy above the lowest of the compared OMol25 structures with the same formula, charge and spin = 93.73 kcal/mol
DFT total energy = -20136.770 eV
LUMO level = 0.02 eV
Frontier orbital gap = 7.91 eV

ORCA input file:
```
! wB97M-V def2-TZVPD RIJCOSX def2/J DEFGRID3
* xyz 0 1
C -0.531 0.185 -1.998
N 0.073 0.142 -0.723
C 1.209 -0.659 -0.722
N 0.143 1.320 0.010
C -0.065 1.183 1.322
C -0.867 -0.017 1.739
O -0.011 -0.903 2.153
S -2.448 0.004 2.035
H 0.305 0.591 -2.697
H -0.733 -0.910 -2.126
H -1.293 0.987 -1.994
H 1.063 -1.664 -1.140
H 2.123 -0.092 -1.096
H 1.454 -0.784 0.418
H 0.115 2.140 1.962
H -0.537 -1.522 2.858
*
```

***

7.
This record from the OMol25 dataset describes a 2-piece molecular cluster, C4H10OS overall at a distorted geometry. The level of theory is ωB97M-V/def2-TZVPD.

Values from the calculation:
HOMO energy = -9.5 eV
Energy above the lowest of the compared OMol25 structures with the same formula, charge and spin = 66.05 kcal/mol
DFT total energy = -17189.961 eV
LUMO level = 0.55 eV
Frontier orbital gap = 10.04 eV

ORCA input file:
```
! wB97M-V def2-TZVPD RIJCOSX def2/J DEFGRID3
* xyz 0 1
C 1.049 -0.137 -0.304
C 1.234 1.069 -1.257
C 1.321 -0.260 0.989
C -2.241 0.221 1.154
O 0.164 -2.590 -0.449
S 0.042 -1.298 -1.212
H 1.736 1.914 -0.949
H 1.689 0.656 -2.101
H 0.182 1.445 -1.631
H -3.188 0.315 0.840
H 1.716 0.395 1.674
H 0.846 -1.148 1.372
H -2.281 0.739 2.107
H -1.857 -0.814 1.316
H -1.527 0.844 0.639
H 1.114 -1.349 -2.191
*
```

***

8.
This record from the OMol25 dataset describes a 2-piece molecular cluster, C4H5NS overall at a distorted geometry. The level of theory is ωB97M-V/def2-TZVPD.

Values from the calculation:
HOMO energy = -9.0 eV
Energy above the lowest of the compared OMol25 structures with the same formula, charge and spin = 101.67 kcal/mol
DFT total energy = -16549.656 eV
LUMO level = -0.49 eV
Frontier orbital gap = 8.51 eV

ORCA input file:
```
! wB97M-V def2-TZVPD RIJCOSX def2/J DEFGRID3
* xyz 0 1
C 1.529 -1.275 0.077
C -0.448 0.583 -0.121
C -1.085 1.853 0.166
C -1.371 -0.553 -0.253
H 0.675 -1.900 -0.526
H 1.533 -1.433 1.292
H 2.686 -1.228 -0.238
H -0.410 2.735 0.453
H -2.306 2.130 -0.567
N -2.196 -1.433 -0.055
S 1.391 0.521 -0.227
*
```

***

9.
This record from the OMol25 dataset describes a 2-piece molecular cluster, C22H16Cl2O3S overall at a distorted geometry. The level of theory is ωB97M-V/def2-TZVPD.

Values from the calculation:
HOMO energy = -5.2 eV
Energy above the lowest of the compared OMol25 structures with the same formula, charge and spin = 46.87 kcal/mol
DFT total energy = -65091.435 eV
LUMO level = -2.73 eV
Frontier orbital gap = 2.43 eV

ORCA input file:
```
! wB97M-V def2-TZVPD RIJCOSX def2/J DEFGRID3
* xyz 0 1
Cl -9.528 0.511 1.663
C -7.830 0.498 1.391
C -7.142 -0.722 1.341
C -5.761 -0.729 1.107
C -5.094 0.481 0.932
S -3.298 0.500 0.618
C -2.559 0.706 2.164
Cl -0.943 0.435 2.348
O -3.019 -0.821 0.100
O -3.080 1.662 -0.216
C -5.769 1.696 0.974
C -7.149 1.708 1.209
H -7.683 -1.654 1.474
H -5.219 -1.670 1.051
H -3.130 1.135 2.982
H -5.229 2.625 0.813
H -7.690 2.649 1.238
C 4.999 3.298 -3.128
C 4.497 3.646 -1.865
C 3.957 2.670 -1.026
C 3.911 1.307 -1.440
C 3.366 0.259 -0.608
O 3.407 -0.986 -1.173
C 2.914 -2.088 -0.490
C 2.366 -1.931 0.803
C 1.870 -3.088 1.459
C 1.931 -4.322 0.839
C 2.482 -4.442 -0.449
C 2.975 -3.329 -1.123
C 2.331 -0.641 1.353
C 2.834 0.446 0.657
C 4.419 0.978 -2.716
C 4.954 1.959 -3.544
H 5.421 4.060 -3.783
H 4.529 4.686 -1.537
H 3.565 2.939 -0.042
H 1.445 -2.953 2.456
H 1.546 -5.201 1.357
H 2.521 -5.422 -0.922
H 3.402 -3.410 -2.122
H 1.930 -0.505 2.354
H 2.818 1.450 1.073
H 4.388 -0.058 -3.050
H 5.339 1.668 -4.522
*
```

***

10.
This record from the OMol25 dataset describes one molecule with the formula C20H24N4O2S at a distorted geometry. The level of theory is ωB97M-V/def2-TZVPD.

Values from the calculation:
HOMO energy = -8.8 eV
SMILES = O=C(CN(C(=O)c1csnn1)c1cccc2c1CCCC2)NC1CCCC1
Energy above the lowest of the compared OMol25 structures with the same formula, charge and spin = 17.02 kcal/mol
DFT total energy = -42020.834 eV
LUMO level = 0.00 eV
Frontier orbital gap = 8.80 eV

ORCA input file:
```
! wB97M-V def2-TZVPD RIJCOSX def2/J DEFGRID3
* xyz 0 1
O -2.073 -2.634 -0.635
C -1.943 -1.690 0.117
C -0.673 -1.482 0.964
N 0.149 -0.413 0.419
C -0.180 0.864 0.686
O -1.104 1.173 1.433
C 0.619 1.912 0.009
C 0.847 3.171 0.522
S 1.755 4.053 -0.613
N 1.754 2.760 -1.665
N 1.150 1.761 -1.221
C 1.271 -0.788 -0.369
C 1.063 -1.536 -1.521
C 2.141 -1.925 -2.293
C 3.426 -1.566 -1.924
C 3.640 -0.834 -0.769
C 2.562 -0.451 0.029
C 2.906 0.254 1.307
C 3.978 -0.564 2.038
C 5.221 -0.807 1.167
C 4.998 -0.414 -0.302
N -2.854 -0.729 0.311
C -4.064 -0.602 -0.474
C -3.979 0.630 -1.387
C -4.499 1.761 -0.505
C -5.696 1.120 0.196
C -5.273 -0.337 0.445
H -0.957 -1.216 1.987
H -0.089 -2.403 0.962
H 0.536 3.569 1.464
H 0.060 -1.815 -1.800
H 1.976 -2.505 -3.187
H 4.268 -1.860 -2.534
H 3.301 1.251 1.089
H 2.032 0.371 1.950
H 3.533 -1.522 2.317
H 4.255 -0.051 2.960
H 6.070 -0.241 1.553
H 5.489 -1.864 1.209
H 5.776 -0.854 -0.926
H 5.073 0.674 -0.395
H -2.609 0.057 0.904
H -4.159 -1.532 -1.040
H -2.964 0.796 -1.745
H -4.634 0.495 -2.248
H -4.776 2.646 -1.076
H -3.739 2.046 0.224
H -6.563 1.149 -0.466
H -5.959 1.633 1.119
H -4.976 -0.485 1.483
H -6.087 -1.027 0.231
*
```

***

11.
This record from the OMol25 dataset describes a 2-piece molecular cluster, C3H6O2 overall at a distorted geometry. The level of theory is ωB97M-V/def2-TZVPD.

Values from the calculation:
HOMO energy = -8.5 eV
SMILES = C=CO.C=O
Energy above the lowest of the compared OMol25 structures with the same formula, charge and spin = 55.63 kcal/mol
DFT total energy = -7301.266 eV
LUMO level = 0.06 eV
Frontier orbital gap = 8.53 eV

ORCA input file:
```
! wB97M-V def2-TZVPD RIJCOSX def2/J DEFGRID3
* xyz 0 1
C 2.392 0.990 -0.678
C 1.251 0.375 -0.386
O 0.892 0.058 0.882
H 2.616 1.455 -1.621
H 3.069 1.030 0.177
H 0.582 -0.009 -1.145
H -0.070 -0.094 0.901
C -2.708 -0.978 0.469
O -1.861 -0.123 0.355
H -3.249 -1.335 -0.416
H -2.915 -1.369 1.462
*
```

***

12.
This record from the OMol25 dataset describes one molecule with the formula C7H11N at a distorted geometry. The level of theory is ωB97M-V/def2-TZVPD.

Values from the calculation:
HOMO energy = -8.0 eV
SMILES = CCc1c[nH]cc1C
Energy above the lowest of the compared OMol25 structures with the same formula, charge and spin = 12.51 kcal/mol
DFT total energy = -8927.186 eV
LUMO level = 1.05 eV
Frontier orbital gap = 9.05 eV

ORCA input file:
```
! wB97M-V def2-TZVPD RIJCOSX def2/J DEFGRID3
* xyz 0 1
C -1.456 2.156 -0.212
C -0.049 1.671 -0.680
C 0.307 0.426 0.027
C 0.839 0.260 1.278
N 0.869 -1.064 1.566
C 0.380 -1.789 0.513
C 0.013 -0.899 -0.459
C -0.498 -1.168 -1.837
H -1.889 2.874 -0.923
H -2.121 1.298 -0.165
H -1.439 2.755 0.702
H 0.638 2.502 -0.566
H -0.236 1.399 -1.679
H 1.148 1.015 1.979
H 1.206 -1.480 2.404
H 0.153 -2.839 0.596
H -0.435 -0.315 -2.512
H 0.025 -1.962 -2.345
H -1.550 -1.469 -1.848
*
```